Below is a molecular structure, C13H14NP, with properties calculated with ωB97M-V with the def2-TZVPD basis set.

The highest occupied orbital energy comes out at -0.270 Ha. The value obtained for the HOMO-LUMO gap is 7.485 eV. The value obtained for the LUMO energy is 0.0053 Eh. As for the energy relative to the best compared isomer or geometry (same formula, charge and spin): 37.71 kcal per mole. The value obtained for the total energy is -24483.374 eV.

Each line ends with the Löwdin charge.
Cartesian coordinates (Å):
P  -1.83  0.77  -0.75  0.938
N  -1.53  2.38  -0.38  -0.151
C  0.21  1.05  0.96  -0.164
C  0.33  3.35  2.62  -0.096
C  0.96  1.10  2.14  -0.072
C  -0.46  3.34  1.50  -0.061
C  1.02  2.20  2.97  -0.102
C  0.51  -0.21  0.18  -0.253
C  -0.28  -2.29  -0.98  -0.105
C  -2.83  0.75  -2.28  -0.246
C  2.14  -1.93  -0.61  -0.184
C  1.79  -0.63  0.05  -0.049
C  1.01  -2.95  -0.53  -0.188
C  -0.45  -1.07  -0.54  -0.100
C  -0.58  2.22  0.66  -0.375
H  1.51  0.21  2.43  0.107
H  -0.99  -2.84  -1.58  0.098
H  1.62  2.17  3.87  0.096
H  -3.82  0.34  -2.10  0.037
H  2.39  -1.73  -1.66  0.123
H  0.39  4.24  3.24  0.100
H  0.90  -3.30  0.50  0.119
H  3.04  -2.34  -0.14  0.112
H  -2.90  1.79  -2.61  0.036
H  -2.69  0.30  0.24  0.016
H  2.62  0.00  0.36  0.117
H  -1.04  4.21  1.22  0.105
H  -2.34  0.16  -3.05  0.033
H  1.23  -3.81  -1.16  0.108